Entry 1:
Formula: C18H51O10
Source: the Open Molecules 2025 dataset
Level of theory: wB97M-V/def2-TZVPD

Atoms and positions in Å:
C (-0.308, -0.909, 0.100)
C (-1.797, -1.098, -0.314)
O (-2.149, -2.218, -0.691)
O (-2.587, -0.099, -0.140)
H (-0.047, 0.110, 0.386)
H (0.357, -1.193, -0.716)
H (-0.104, -1.527, 0.975)
C (-1.599, 1.775, 4.336)
C (-1.710, 0.759, 3.175)
O (-2.215, 1.483, 2.093)
H (-1.446, 1.298, 5.303)
H (-2.471, 2.417, 4.462)
H (-0.691, 2.348, 4.149)
H (-2.388, -0.059, 3.421)
H (-0.792, 0.250, 2.879)
H (-2.416, 0.878, 1.375)
C (-0.049, 3.484, 0.431)
C (1.251, 2.695, 0.560)
O (2.235, 3.637, 0.910)
H (-0.850, 2.874, 0.014)
H (0.066, 4.416, -0.123)
H (-0.423, 3.796, 1.406)
H (1.549, 2.160, -0.341)
H (1.223, 1.914, 1.320)
H (1.859, 4.243, 1.553)
C (2.349, -4.230, -2.168)
C (0.936, -3.686, -1.984)
O (0.069, -4.722, -2.308)
H (2.696, -5.013, -1.493)
H (3.129, -3.480, -2.038)
H (2.398, -4.698, -3.152)
H (0.741, -2.772, -2.545)
H (0.797, -3.402, -0.941)
H (-0.200, -4.406, -3.174)
C (-0.767, 2.205, -2.890)
C (0.392, 1.383, -3.580)
O (0.644, 1.939, -4.882)
H (-0.953, 1.706, -1.939)
H (-1.729, 2.138, -3.397)
H (-0.428, 3.236, -2.781)
H (0.152, 0.322, -3.647)
H (1.294, 1.445, -2.971)
H (1.334, 1.428, -5.312)
C (2.869, -0.627, 1.567)
C (4.072, -1.396, 1.928)
O (3.833, -2.778, 1.686)
H (2.063, -0.918, 2.240)
H (2.588, -0.874, 0.543)
H (3.024, 0.443, 1.703)
H (4.356, -1.235, 2.968)
H (4.903, -0.986, 1.354)
H (4.606, -3.113, 1.226)
C (4.447, 0.530, -1.611)
C (3.515, -0.607, -1.911)
O (3.570, -1.011, -3.272)
H (4.223, 1.377, -2.258)
H (5.494, 0.370, -1.870)
H (4.440, 0.770, -0.547)
H (2.486, -0.330, -1.680)
H (3.685, -1.482, -1.283)
H (4.409, -1.427, -3.485)
C (-3.704, 3.860, -2.140)
C (-4.318, 2.865, -1.140)
O (-5.452, 2.220, -1.633)
H (-2.739, 4.143, -1.719)
H (-4.324, 4.755, -2.194)
H (-3.469, 3.417, -3.108)
H (-4.589, 3.312, -0.184)
H (-3.481, 2.189, -0.964)
H (-6.171, 2.855, -1.591)
C (-3.357, -2.916, 4.403)
C (-2.836, -3.036, 2.946)
O (-3.170, -4.282, 2.324)
H (-4.433, -3.088, 4.382)
H (-3.100, -1.985, 4.907)
H (-2.954, -3.714, 5.027)
H (-1.758, -2.895, 2.873)
H (-3.214, -2.227, 2.320)
H (-2.867, -5.009, 2.872)

Properties
Lowest unoccupied orbital energy in eV: 2.3
Calculated total energy in eV: -39967.0156
Charge: -1
Energy above the lowest of the compared OMol25 structures with the same formula, charge and spin in kJ/mol: 107.7

***

Entry 2:
Formula: C18H52CrCuO16
Source: the Open Molecules 2025 dataset
Level of theory: wB97M-V/def2-TZVPD

Atoms and positions in Å:
Cr (-1.816, 3.637, -0.397)
Cu (0.867, 3.138, -2.450)
C (0.211, 3.717, 3.411)
C (0.248, 3.112, 2.004)
O (-0.578, 3.787, 1.141)
H (0.457, 3.017, 4.216)
H (-0.731, 4.173, 3.722)
H (0.919, 4.547, 3.433)
H (0.022, 2.027, 2.034)
H (1.304, 3.184, 1.692)
C (0.431, 0.052, -0.149)
C (-0.805, 0.540, -0.872)
O (-0.714, 1.878, -1.330)
H (0.287, -1.041, -0.056)
H (0.368, 0.257, 0.927)
H (1.404, 0.238, -0.578)
H (-1.640, 0.557, -0.163)
H (-1.003, -0.116, -1.729)
C (2.845, -2.154, -1.517)
C (2.820, -3.063, -0.296)
O (3.702, -2.499, 0.683)
O (4.108, -2.044, -2.119)
H (2.488, -1.147, -1.285)
H (2.141, -2.633, -2.215)
H (3.091, -4.080, -0.560)
H (1.774, -3.031, 0.028)
H (3.828, -1.548, 0.625)
H (4.020, -1.506, -2.932)
C (-2.305, -3.254, -0.113)
C (-3.350, -2.243, -0.521)
O (-4.522, -2.374, 0.276)
O (-1.848, -2.885, 1.189)
H (-1.540, -3.457, -0.868)
H (-2.845, -4.202, -0.012)
H (-3.672, -2.364, -1.557)
H (-3.051, -1.188, -0.479)
H (-4.260, -2.119, 1.168)
H (-1.461, -3.665, 1.599)
C (1.894, -0.480, 3.202)
C (1.489, -1.928, 3.745)
O (1.621, -2.798, 2.704)
O (3.212, -0.293, 2.920)
H (1.451, 0.255, 3.894)
H (1.319, -0.307, 2.289)
H (0.444, -1.923, 4.048)
H (2.140, -2.161, 4.602)
H (2.451, -2.566, 2.190)
H (3.747, -0.251, 3.730)
C (-4.890, 3.450, -0.632)
C (-4.435, 2.254, 0.126)
O (-3.328, 2.627, 0.999)
O (-3.809, 3.739, -1.552)
H (-5.153, 4.304, -0.008)
H (-5.771, 3.151, -1.205)
H (-3.950, 1.544, -0.556)
H (-5.175, 1.715, 0.714)
H (-3.245, 1.894, 1.623)
H (-4.125, 4.176, -2.349)
C (1.068, -1.721, -4.726)
C (-0.348, -2.255, -4.573)
O (-0.605, -2.642, -3.242)
O (1.221, -0.591, -3.847)
H (1.230, -1.475, -5.779)
H (1.793, -2.479, -4.432)
H (-0.429, -3.111, -5.247)
H (-1.087, -1.534, -4.944)
H (-0.428, -1.877, -2.682)
H (0.986, 0.211, -4.324)
C (3.789, 1.504, -2.035)
C (4.642, 1.233, -3.244)
O (4.201, -0.004, -3.825)
O (2.380, 1.473, -2.248)
H (4.120, 2.463, -1.630)
H (4.045, 0.801, -1.237)
H (5.727, 1.294, -3.144)
H (4.482, 2.010, -4.006)
H (4.162, 0.099, -4.780)
H (2.207, 0.628, -2.715)
C (-1.668, 0.763, 4.237)
C (-2.368, 0.136, 3.038)
O (-3.777, 0.339, 2.970)
O (-0.280, 0.469, 4.291)
H (-2.092, 0.362, 5.163)
H (-1.893, 1.833, 4.291)
H (-2.179, -0.932, 2.921)
H (-1.911, 0.653, 2.183)
H (-4.205, -0.353, 3.485)
H (0.137, 1.057, 3.648)

Properties
Lowest unoccupied orbital energy (spin up / spin down) in eV: -6.4 / -10.3
Calculated total energy in eV: -125307.6818
Charge: +2
2S+1: 6
Energy above the lowest of the compared OMol25 structures with the same formula, charge and spin in kJ/mol: 0.0

***

Entry 3:
Formula: C18H52N2O7
Source: the Open Molecules 2025 dataset
Level of theory: wB97M-V/def2-TZVPD

Atoms and positions in Å:
C (-2.698, -1.837, 1.843)
O (-1.371, -1.492, 1.765)
C (-0.585, -2.622, 1.365)
C (-0.194, -3.699, 2.486)
C (0.681, -3.080, 3.545)
N (0.507, -4.728, 1.763)
H (-2.885, -2.342, 2.838)
H (-2.986, -2.428, 1.027)
H (-3.218, -0.924, 1.720)
H (-1.104, -3.165, 0.532)
H (0.380, -2.304, 1.028)
H (-1.118, -4.081, 2.877)
H (1.709, -3.006, 3.155)
H (0.756, -3.803, 4.250)
H (0.445, -2.013, 3.895)
H (1.047, -5.409, 2.343)
H (-0.101, -5.257, 1.158)
C (-1.541, -2.372, -2.575)
O (-0.379, -1.747, -2.970)
C (-0.602, -0.565, -3.688)
C (0.673, 0.142, -4.047)
C (0.295, 1.429, -4.862)
N (1.672, -0.644, -4.747)
H (-2.108, -2.589, -3.502)
H (-2.099, -1.817, -1.814)
H (-1.241, -3.267, -2.039)
H (-1.048, -0.816, -4.676)
H (-1.262, 0.116, -3.173)
H (1.197, 0.433, -3.078)
H (-0.632, 1.284, -5.464)
H (1.221, 1.631, -5.497)
H (0.250, 2.249, -4.193)
H (1.295, -0.821, -5.659)
H (1.753, -1.493, -4.274)
C (2.270, -4.782, -2.670)
C (1.192, -5.437, -1.844)
O (0.378, -4.379, -1.285)
H (1.870, -4.051, -3.289)
H (2.699, -5.492, -3.340)
H (3.061, -4.406, -2.017)
H (1.606, -6.035, -1.014)
H (0.569, -6.147, -2.404)
H (0.964, -3.832, -0.727)
C (-2.484, 2.618, 3.809)
C (-2.404, 4.043, 3.377)
O (-3.410, 4.374, 2.378)
H (-1.835, 2.321, 4.544)
H (-2.453, 1.949, 3.006)
H (-3.451, 2.493, 4.224)
H (-1.427, 4.274, 3.004)
H (-2.526, 4.731, 4.208)
H (-4.310, 4.581, 2.762)
C (6.340, 4.721, 0.856)
C (5.140, 3.837, 1.393)
O (4.180, 4.592, 2.154)
H (5.968, 5.387, 0.082)
H (7.094, 4.019, 0.497)
H (6.881, 5.237, 1.686)
H (5.581, 3.004, 1.964)
H (4.678, 3.361, 0.477)
H (4.284, 5.415, 1.674)
C (0.231, 1.439, 0.979)
C (1.110, 1.194, 2.195)
O (2.426, 1.743, 1.992)
H (0.018, 2.507, 0.856)
H (-0.716, 0.901, 1.018)
H (0.738, 1.116, 0.100)
H (1.279, 0.103, 2.468)
H (0.533, 1.622, 3.092)
H (2.349, 2.660, 2.202)
C (-4.093, 2.120, -2.042)
C (-3.566, 2.322, -0.682)
O (-4.616, 2.842, 0.190)
H (-3.326, 1.877, -2.785)
H (-4.561, 3.025, -2.387)
H (-4.924, 1.379, -1.932)
H (-2.773, 3.118, -0.739)
H (-3.097, 1.395, -0.297)
H (-4.181, 3.277, 0.934)

Properties
Lowest unoccupied orbital energy in eV: 0.7
Calculated total energy in eV: -36817.7280
Charge: 0
Energy above the lowest of the compared OMol25 structures with the same formula, charge and spin in kJ/mol: 170.3
Structure (SMILES): COC[C@H](C)N.COC[C@H](C)N.CCO.CCO.CCO.CCO.CCO

***

Entry 4:
Formula: C18H52N2O8
Source: the Open Molecules 2025 dataset
Level of theory: wB97M-V/def2-TZVPD

Atoms and positions in Å:
N (-0.114, 4.353, 0.179)
C (-1.354, 4.932, 0.275)
N (-1.725, 5.275, 1.558)
O (-2.085, 5.095, -0.677)
H (0.161, 4.075, -0.743)
H (0.517, 4.180, 0.940)
H (-1.109, 5.154, 2.342)
H (-2.681, 5.512, 1.741)
C (2.081, -4.130, 3.373)
C (0.969, -3.153, 3.048)
C (0.694, -3.116, 1.555)
O (-0.168, -3.547, 3.808)
H (2.254, -4.201, 4.450)
H (3.035, -3.759, 2.983)
H (1.907, -5.125, 2.967)
H (1.318, -2.160, 3.361)
H (1.528, -2.658, 1.020)
H (-0.174, -2.483, 1.342)
H (0.513, -4.103, 1.126)
H (-0.876, -2.923, 3.615)
C (-1.734, 2.183, 5.089)
C (-1.607, 1.311, 3.878)
C (-0.916, -0.013, 4.134)
O (-2.915, 1.095, 3.351)
H (-2.373, 3.055, 4.945)
H (-0.768, 2.560, 5.433)
H (-2.176, 1.629, 5.925)
H (-1.043, 1.843, 3.094)
H (-1.540, -0.620, 4.798)
H (0.052, 0.087, 4.630)
H (-0.745, -0.553, 3.201)
H (-2.857, 0.572, 2.543)
C (-0.099, -2.143, -3.290)
C (-0.353, -3.358, -4.172)
C (-0.422, -2.968, -5.634)
O (0.667, -4.335, -3.961)
H (-0.733, -1.301, -3.585)
H (0.930, -1.806, -3.449)
H (-0.244, -2.372, -2.236)
H (-1.285, -3.843, -3.881)
H (-1.339, -2.427, -5.879)
H (-0.350, -3.824, -6.303)
H (0.412, -2.304, -5.894)
H (1.512, -3.970, -4.242)
C (-4.769, -0.749, -0.218)
C (-3.268, -0.582, -0.375)
C (-2.894, 0.720, -1.050)
O (-2.669, -0.542, 0.942)
H (-5.013, -1.746, 0.154)
H (-5.336, -0.552, -1.128)
H (-5.135, -0.034, 0.524)
H (-2.840, -1.398, -0.967)
H (-3.186, 1.585, -0.451)
H (-3.425, 0.832, -1.999)
H (-1.834, 0.793, -1.299)
H (-2.926, -1.351, 1.400)
C (3.950, 1.722, -2.974)
C (3.721, 0.721, -4.114)
C (2.890, 1.287, -5.236)
O (4.997, 0.358, -4.664)
H (4.333, 1.132, -2.131)
H (3.057, 2.232, -2.613)
H (4.730, 2.435, -3.233)
H (3.269, -0.180, -3.682)
H (3.332, 2.213, -5.608)
H (1.879, 1.457, -4.866)
H (2.855, 0.624, -6.103)
H (5.570, 0.070, -3.948)
C (1.855, 2.060, 3.082)
O (2.162, 0.704, 2.818)
H (1.269, 2.148, 4.001)
H (2.795, 2.598, 3.208)
H (1.304, 2.514, 2.251)
H (1.461, 0.320, 2.274)
C (0.807, 0.633, -0.305)
O (0.204, 0.083, 0.853)
H (0.195, 1.425, -0.751)
H (1.830, 0.963, -0.162)
H (0.800, -0.162, -1.066)
H (-0.737, -0.049, 0.676)

Properties
Lowest unoccupied orbital energy in eV: 0.3
Calculated total energy in eV: -38869.6938
Charge: 0
Energy above the lowest of the compared OMol25 structures with the same formula, charge and spin in kJ/mol: 31.6
Structure (SMILES): NC(N)=O.CC(C)O.CC(C)O.CC(C)O.CC(C)O.CC(C)O.CO.CO

***

Entry 5:
Formula: C18H52O14
Source: the Open Molecules 2025 dataset
Level of theory: wB97M-V/def2-TZVPD

Atoms and positions in Å:
C (5.975, -1.296, 1.983)
C (4.623, -1.863, 2.262)
C (3.579, -1.571, 1.129)
O (4.682, -3.274, 2.385)
H (6.571, -1.484, 1.040)
H (6.785, -1.577, 2.728)
H (5.757, -0.145, 1.959)
H (4.203, -1.526, 3.197)
H (2.572, -1.986, 1.451)
H (3.937, -2.095, 0.186)
H (3.419, -0.499, 0.978)
H (3.736, -3.514, 2.762)
C (-1.847, -1.134, 4.363)
C (-1.933, -2.418, 3.497)
C (-0.660, -2.666, 2.606)
O (-2.239, -3.538, 4.207)
H (-1.366, -0.309, 3.811)
H (-1.479, -1.317, 5.437)
H (-2.849, -0.867, 4.824)
H (-2.768, -2.140, 2.792)
H (-0.811, -3.476, 1.917)
H (0.182, -3.046, 3.175)
H (-0.136, -1.829, 1.888)
H (-2.376, -4.230, 3.641)
O (2.492, 2.004, 4.363)
C (2.761, 1.853, 2.970)
C (1.353, 1.246, 2.352)
O (1.624, 1.243, 0.888)
H (3.293, 2.356, 4.643)
H (2.844, 2.807, 2.392)
H (3.529, 1.181, 2.719)
H (0.407, 1.665, 2.592)
H (1.252, 0.174, 2.684)
H (0.754, 1.007, 0.619)
O (0.705, 4.024, -3.495)
C (0.133, 3.749, -2.180)
C (-0.323, 5.024, -1.621)
O (-1.084, 4.896, -0.430)
H (0.007, 4.126, -4.013)
H (-0.731, 3.044, -2.508)
H (0.695, 3.074, -1.451)
H (-1.186, 5.507, -2.179)
H (0.607, 5.742, -1.568)
H (-1.861, 4.181, -0.767)
O (3.120, 2.411, -2.922)
C (2.727, 1.161, -2.935)
C (2.241, 0.678, -4.359)
O (1.874, -0.689, -4.278)
H (2.429, 3.051, -3.117)
H (3.631, 0.625, -2.620)
H (1.861, 1.242, -2.261)
H (2.888, 0.774, -5.122)
H (1.214, 1.198, -4.579)
H (1.940, -1.104, -5.193)
O (-2.894, 2.445, -0.173)
C (-4.129, 2.316, -0.691)
C (-4.307, 3.381, -1.665)
O (-5.457, 3.051, -2.480)
H (-3.129, 2.666, 0.774)
H (-4.248, 1.365, -1.255)
H (-4.979, 2.171, -0.003)
H (-3.496, 3.452, -2.335)
H (-4.427, 4.246, -1.189)
H (-6.131, 2.799, -1.939)
O (-2.023, -3.558, -2.252)
C (-2.642, -3.854, -0.982)
C (-4.029, -4.517, -1.122)
O (-4.406, -4.874, 0.234)
H (-1.271, -3.125, -2.123)
H (-2.177, -4.686, -0.465)
H (-2.665, -2.965, -0.698)
H (-3.981, -5.238, -1.932)
H (-4.515, -3.751, -1.447)
H (-5.390, -5.168, 0.318)
O (0.410, -2.062, -2.104)
C (0.254, -1.284, -0.885)
C (-0.686, -0.028, -1.166)
O (-0.962, 0.443, 0.077)
H (0.944, -1.521, -2.649)
H (0.032, -2.022, -0.041)
H (1.289, -1.155, -0.677)
H (-1.693, -0.281, -1.666)
H (-0.205, 0.550, -2.103)
H (-1.836, 0.748, -0.201)

Properties
Lowest unoccupied orbital energy in eV: -0.1
Calculated total energy in eV: -48161.6982
Charge: 0
Energy above the lowest of the compared OMol25 structures with the same formula, charge and spin in kJ/mol: 950.6
Structure (SMILES): CC(C)O.CC(C)O.OCCO.OCCO.OCCO.OCCO.OCCO.OCCO

***

Entry 6:
Formula: C18H54BF4NO10
Source: the Open Molecules 2025 dataset
Level of theory: wB97M-V/def2-TZVPD

Atoms and positions in Å:
B (-0.037, 1.328, -1.240)
F (0.869, 0.393, -1.639)
F (0.189, 1.775, 0.047)
F (0.037, 2.366, -2.190)
F (-1.301, 0.719, -1.313)
C (-3.184, -3.178, 2.168)
C (-1.849, -2.435, 2.298)
C (-1.829, -1.718, 3.693)
C (-1.553, -2.670, 4.887)
C (-0.258, -3.456, 4.638)
C (-0.193, -4.153, 3.295)
N (-0.574, -3.168, 2.163)
O (-0.409, -3.770, 0.815)
C (-0.999, -5.477, 3.318)
C (1.356, -4.522, 3.146)
C (-1.807, -1.193, 1.340)
H (-4.025, -2.489, 2.096)
H (-3.377, -3.793, 3.047)
H (-3.261, -3.982, 1.436)
H (-2.799, -1.236, 3.814)
H (-1.200, -0.831, 3.627)
H (-2.376, -3.369, 5.038)
H (-1.564, -2.127, 5.832)
H (-0.363, -4.190, 5.437)
H (0.562, -2.791, 4.908)
H (-1.005, -5.863, 2.299)
H (-2.005, -5.516, 3.734)
H (-0.462, -6.247, 3.873)
H (1.666, -5.338, 3.798)
H (2.080, -3.711, 3.228)
H (1.557, -4.920, 2.151)
H (-2.568, -0.478, 1.652)
H (-2.114, -1.411, 0.317)
H (-0.939, -0.564, 1.539)
C (1.830, -0.578, 2.002)
O (1.352, -1.026, 0.743)
H (2.910, -0.637, 1.867)
H (1.546, 0.459, 2.180)
H (1.527, -1.345, 2.715)
H (1.220, -0.186, 0.298)
C (2.753, 2.248, -4.581)
O (3.865, 2.955, -4.218)
H (2.026, 2.535, -3.821)
H (2.328, 2.627, -5.511)
H (2.929, 1.177, -4.684)
H (3.696, 3.130, -3.290)
C (-3.511, 3.574, -2.570)
O (-2.738, 4.214, -1.553)
H (-4.573, 3.808, -2.641)
H (-3.058, 3.803, -3.534)
H (-3.449, 2.488, -2.499)
H (-2.000, 3.603, -1.605)
C (-4.445, -0.585, -2.011)
O (-5.834, -0.158, -2.094)
H (-3.846, 0.261, -1.674)
H (-4.297, -1.330, -1.229)
H (-4.027, -1.032, -2.913)
H (-6.302, -0.965, -1.866)
C (4.164, 2.822, 0.032)
O (3.647, 2.608, -1.312)
H (3.529, 3.324, 0.762)
H (4.496, 1.862, 0.428)
H (5.112, 3.357, 0.089)
H (2.716, 2.375, -1.289)
C (1.065, 5.318, 1.015)
O (2.235, 5.744, 0.373)
H (0.735, 4.395, 0.537)
H (1.232, 5.134, 2.076)
H (0.367, 6.142, 0.870)
H (2.102, 5.622, -0.570)
C (1.405, 5.696, -3.089)
O (1.871, 4.739, -2.186)
H (1.973, 6.596, -3.324)
H (1.289, 5.274, -4.088)
H (0.395, 5.984, -2.795)
H (1.276, 3.986, -2.180)
C (3.740, -1.388, -1.902)
O (2.394, -1.760, -1.850)
H (4.287, -1.453, -0.962)
H (4.280, -2.043, -2.586)
H (3.864, -0.386, -2.312)
H (2.102, -1.725, -2.764)
C (-1.199, -2.463, -2.527)
O (-0.290, -1.881, -1.558)
H (-1.322, -1.896, -3.450)
H (-0.862, -3.473, -2.757)
H (-2.174, -2.547, -2.048)
H (-0.598, -0.986, -1.393)

Properties
Lowest unoccupied orbital energy in eV: 4.3
Calculated total energy in eV: -53052.4053
Charge: -2
Energy above the lowest of the compared OMol25 structures with the same formula, charge and spin in kJ/mol: 0.0